Density functional theory data (the ωB97M-V functional and the def2-TZVPD basis) for C48H37BrLiNP2SSi as an isolated structure.

Positions of all 92 atoms, in Å:
Li  0.399  0.966  -1.063
C  0.823  0.445  2.454
Si  -0.748  -0.612  2.008
C  -1.910  0.336  3.234
C  -2.303  0.113  4.553
C  -3.158  0.987  5.220
C  -3.642  2.114  4.574
C  -3.259  2.371  3.261
C  -2.400  1.507  2.598
P  -1.845  1.724  0.817
C  -3.425  1.195  0.002
C  -4.526  2.036  -0.133
C  -5.706  1.581  -0.707
C  -5.804  0.271  -1.153
C  -4.711  -0.575  -1.023
C  -3.535  -0.119  -0.449
C  -1.899  3.559  0.585
C  -2.115  4.078  -0.696
C  -1.915  5.424  -0.962
C  -1.476  6.283  0.038
C  -1.227  5.777  1.306
C  -1.431  4.428  1.573
C  -0.043  -2.278  2.688
C  -0.237  -3.024  3.851
C  0.459  -4.209  4.086
C  1.392  -4.662  3.169
C  1.588  -3.955  1.982
C  0.855  -2.809  1.720
P  0.872  -1.912  0.072
C  -0.400  -2.890  -0.841
C  -1.034  -2.245  -1.903
C  -1.993  -2.895  -2.668
C  -2.325  -4.213  -2.381
C  -1.703  -4.866  -1.324
C  -0.750  -4.208  -0.557
C  2.440  -2.614  -0.641
C  2.533  -3.676  -1.532
C  3.756  -4.030  -2.098
C  4.905  -3.326  -1.776
C  4.826  -2.256  -0.888
C  3.606  -1.903  -0.339
H  1.133  0.220  3.479
H  0.608  1.518  2.398
H  1.672  0.259  1.788
H  -1.937  -0.761  5.081
H  -3.447  0.787  6.247
H  -4.319  2.790  5.084
H  -3.647  3.248  2.753
H  -4.470  3.062  0.212
H  -6.545  2.259  -0.816
H  -6.716  -0.081  -1.619
H  -4.762  -1.595  -1.387
H  -2.684  -0.783  -0.345
H  -2.423  3.413  -1.496
H  -2.087  5.796  -1.965
H  -1.312  7.333  -0.174
H  -0.866  6.429  2.092
H  -1.207  4.045  2.562
H  -0.939  -2.676  4.602
H  0.279  -4.774  4.995
H  1.956  -5.568  3.361
H  2.304  -4.320  1.253
H  -0.800  -1.209  -2.128
H  -2.483  -2.356  -3.469
H  -3.073  -4.727  -2.974
H  -1.966  -5.891  -1.088
H  -0.289  -4.719  0.281
H  1.642  -4.229  -1.806
H  3.803  -4.854  -2.800
H  5.853  -3.589  -2.230
H  5.710  -1.676  -0.654
H  3.541  -1.035  0.309
Br  1.721  3.210  -0.090
C  3.336  2.835  -1.033
C  4.374  3.700  -0.845
C  5.590  3.476  -1.532
C  5.708  2.411  -2.374
C  4.628  1.509  -2.573
C  4.756  0.408  -3.453
C  3.697  -0.439  -3.628
C  2.490  -0.229  -2.925
C  2.269  0.805  -2.032
C  3.388  1.691  -1.888
H  4.262  4.546  -0.181
H  6.418  4.159  -1.385
H  6.635  2.235  -2.912
H  5.698  0.252  -3.970
H  3.790  -1.287  -4.299
H  1.697  -0.958  -3.099
S  -3.029  1.086  -4.383
C  -1.860  1.153  -3.211
N  -1.036  1.202  -2.387

Values from the calculation:
2S+1: 1
Frontier orbital gap (eV): 4.89
LUMO energy (eV): 4.38
Net charge: -2
HOMO (eV): -0.51

=====

Density functional theory data (the ωB97M-V functional and the def2-TZVPD basis) for C48H37ClN5O6PdS3 as an isolated structure.

Positions of all 101 atoms, in Å:
Pd  1.552  -1.165  1.653
O  0.048  -0.640  5.966
S  -0.052  -1.039  4.550
O  0.423  -4.940  1.937
N  1.341  -0.539  3.698
C  2.496  -0.123  4.233
C  2.570  0.334  5.521
C  3.875  0.565  6.016
C  5.050  0.413  5.302
C  5.000  0.176  3.936
C  6.077  0.200  3.052
C  5.925  -0.235  1.748
C  4.676  -0.661  1.384
N  3.573  -0.524  2.100
C  3.675  -0.092  3.359
C  -1.204  0.176  3.861
C  -0.704  1.455  3.967
C  -1.566  2.534  3.750
C  -2.849  2.280  3.321
C  -3.399  0.958  3.292
C  -2.550  -0.126  3.597
H  1.717  0.466  6.215
H  3.956  1.002  6.967
H  5.941  0.605  5.876
H  7.122  0.395  3.418
H  6.772  -0.213  1.131
H  4.666  -1.144  0.413
H  0.315  1.623  4.276
H  -1.171  3.514  3.636
H  -3.611  3.024  3.035
H  -4.438  0.832  3.062
H  -2.810  -1.194  3.689
S  -1.410  4.139  -3.242
C  -1.326  2.457  -3.073
N  -0.885  1.595  -3.887
C  -1.184  0.194  -3.756
C  -1.527  -0.246  -2.315
N  -1.804  0.772  -1.367
C  -1.996  0.269  -0.028
C  -3.327  -0.360  0.245
C  -4.532  0.303  -0.011
C  -5.738  -0.194  0.409
C  -5.749  -1.403  1.069
C  -4.598  -2.143  1.266
C  -3.388  -1.653  0.819
C  -1.880  2.075  -1.726
S  -2.132  3.326  -0.633
C  -0.152  2.224  -5.060
C  0.558  1.311  -5.969
C  0.123  1.109  -7.242
C  0.863  0.373  -8.184
C  2.147  -0.083  -7.850
C  2.544  -0.001  -6.558
C  1.795  0.738  -5.614
H  -0.328  -0.336  -4.102
H  -1.990  -0.137  -4.345
H  -0.773  -0.892  -1.879
H  -2.427  -0.887  -2.506
H  -1.852  1.156  0.658
H  -1.222  -0.486  0.100
H  -4.511  1.341  -0.423
H  -6.659  0.292  0.253
H  -6.696  -1.712  1.421
H  -4.673  -3.129  1.686
H  -2.442  -2.244  0.974
H  0.500  2.934  -4.594
H  -0.932  2.852  -5.560
H  -0.845  1.540  -7.591
H  0.561  0.455  -9.232
H  2.739  -0.518  -8.636
H  3.496  -0.468  -6.152
H  2.190  0.917  -4.645
O  1.514  2.217  2.466
C  1.489  1.976  1.280
N  1.181  0.767  0.688
C  1.383  0.854  -0.675
O  1.218  -0.065  -1.498
C  1.660  2.301  -1.034
C  2.020  2.903  -2.248
C  2.458  4.221  -2.178
C  2.397  4.952  -1.012
C  1.941  4.322  0.206
C  1.631  2.983  0.184
H  2.173  2.336  -3.147
H  2.813  4.720  -3.098
H  2.718  5.988  -0.948
H  1.978  4.830  1.149
Cl  -4.622  -5.357  -1.128
C  -3.135  -5.406  -0.264
C  -1.928  -5.307  -0.918
C  -0.728  -5.175  -0.114
C  -0.731  -5.153  1.228
C  -1.963  -5.462  1.840
C  -3.173  -5.552  1.163
C  0.739  -3.594  1.844
O  1.903  -3.237  2.170
O  -0.242  -2.825  1.486
H  -1.707  -5.292  -1.991
H  0.114  -4.781  -0.715
H  -1.906  -5.747  2.890
H  -4.146  -5.810  1.695

Values from the calculation:
2S+1: 5
Frontier orbital gap (spin up / spin down) (eV): 6.60 / 5.59
LUMO energy (spin up / spin down) (eV): -3.96 / -5.03
Net charge: +1
HOMO (spin up / spin down) (eV): -10.56 / -10.62

=====

Density functional theory data (the ωB97M-V functional and the def2-TZVPD basis) for C48H38CuN7O4P2Se2 as an isolated structure.

Positions of all 102 atoms, in Å:
Cu  -0.193  2.008  -0.487
C  1.899  1.373  -3.269
O  0.758  2.037  -2.757
C  0.425  3.244  -3.250
C  1.089  3.889  -4.283
C  0.647  5.133  -4.720
C  -0.453  5.738  -4.134
C  -1.123  5.088  -3.105
C  -0.703  3.844  -2.668
N  -1.348  3.139  -1.617
N  -2.565  3.421  -1.471
C  -3.337  2.886  -0.495
C  -2.922  1.887  0.436
O  -1.777  1.358  0.488
C  -3.913  1.417  1.385
C  -5.168  1.897  1.411
C  -5.612  2.898  0.484
C  -6.929  3.386  0.519
C  -7.356  4.336  -0.375
C  -6.455  4.818  -1.335
C  -5.162  4.356  -1.384
C  -4.700  3.383  -0.473
H  1.704  1.024  -4.286
H  2.066  0.522  -2.613
H  2.778  2.014  -3.221
H  1.950  3.428  -4.747
H  1.179  5.631  -5.521
H  -0.784  6.714  -4.464
H  -1.975  5.541  -2.616
H  -3.573  0.662  2.082
H  -5.880  1.528  2.143
H  -7.606  2.995  1.271
H  -8.372  4.708  -0.342
H  -6.780  5.565  -2.049
H  -4.477  4.733  -2.130
Se  4.628  -2.987  1.161
P  2.611  -2.778  1.763
C  2.398  -2.655  3.568
C  1.275  -2.045  4.122
C  1.095  -2.040  5.496
C  2.036  -2.640  6.323
C  3.159  -3.241  5.774
C  3.341  -3.247  4.398
C  1.652  -4.279  1.355
C  0.626  -4.734  2.184
C  0.022  -5.955  1.938
C  0.417  -6.725  0.853
C  1.423  -6.270  0.014
C  2.050  -5.060  0.275
C  1.812  -1.278  1.172
C  0.986  -0.845  0.130
N  0.899  0.494  0.276
N  1.627  0.863  1.318
N  2.194  -0.179  1.859
P  -0.012  -1.693  -1.100
Se  -1.238  -0.515  -2.331
C  1.149  -2.674  -2.088
C  2.521  -2.580  -1.898
C  3.390  -3.300  -2.709
C  2.890  -4.116  -3.710
C  1.516  -4.192  -3.922
C  0.650  -3.461  -3.128
C  -1.065  -2.784  -0.098
C  -1.437  -4.061  -0.495
C  -2.424  -4.742  0.203
C  -3.032  -4.158  1.303
C  -2.651  -2.885  1.711
C  -1.679  -2.194  1.009
H  0.551  -1.557  3.482
H  0.226  -1.555  5.921
H  1.898  -2.627  7.397
H  3.901  -3.698  6.416
H  4.222  -3.697  3.957
H  0.310  -4.148  3.036
H  -0.766  -6.302  2.594
H  -0.058  -7.680  0.663
H  1.741  -6.865  -0.833
H  2.880  -4.733  -0.335
H  2.934  -1.951  -1.119
H  4.456  -3.223  -2.537
H  3.566  -4.681  -4.339
H  1.122  -4.808  -4.721
H  -0.414  -3.470  -3.329
H  -0.956  -4.534  -1.341
H  -2.708  -5.739  -0.108
H  -3.804  -4.692  1.843
H  -3.127  -2.421  2.566
H  -1.415  -1.180  1.293
C  4.652  4.211  0.455
N  3.214  4.329  0.593
C  2.641  5.243  1.427
C  1.314  5.327  1.581
C  0.460  4.382  0.867
O  -0.762  4.367  1.007
N  1.084  3.484  0.030
C  2.425  3.433  -0.144
O  2.997  2.656  -0.904
H  5.124  5.008  1.027
H  4.940  4.290  -0.592
H  4.995  3.244  0.824
H  3.333  5.892  1.950
H  0.859  6.048  2.241

Values from the calculation:
2S+1: 2
Frontier orbital gap (spin up / spin down) (eV): 7.02 / 7.02
LUMO energy (spin up / spin down) (eV): 2.16 / 2.19
Net charge: -1
HOMO (spin up / spin down) (eV): -4.86 / -4.83

=====

Density functional theory data (the ωB97M-V functional and the def2-TZVPD basis) for C48H38GaNO6P as an isolated structure.

Positions of all 95 atoms, in Å:
C  -1.484  -5.697  8.178
C  -1.861  -4.585  7.931
C  -2.395  -3.282  7.494
C  -3.874  -3.387  7.084
C  -4.149  -4.499  6.063
Ga  -3.238  -4.220  4.237
C  -2.337  -2.388  4.059
P  -1.500  -5.827  4.057
N  -1.067  -6.013  2.503
H  -1.157  -6.703  8.257
H  -2.295  -2.582  8.322
H  -1.812  -2.948  6.636
H  -4.194  -2.430  6.670
H  -4.450  -3.591  7.995
H  -3.891  -5.463  6.508
H  -5.224  -4.541  5.866
H  -4.320  -4.411  3.065
H  -2.736  -1.725  4.831
H  -2.481  -1.993  3.057
H  -1.268  -2.503  4.269
H  -0.397  -5.381  4.864
H  -1.946  -7.065  4.605
H  -1.195  -6.983  2.240
C  -4.968  5.123  7.674
C  -5.102  3.827  8.161
C  -4.257  2.825  7.713
C  -3.281  3.114  6.767
C  -3.159  4.410  6.265
C  -4.000  5.415  6.728
C  -2.146  4.734  5.221
O  -2.038  5.866  4.792
C  -1.280  3.634  4.718
C  -0.365  3.900  3.706
C  0.455  2.889  3.233
C  0.370  1.609  3.772
C  -0.542  1.338  4.779
C  -1.375  2.345  5.250
C  -2.369  2.026  6.310
O  -2.440  0.917  6.793
H  -5.625  5.906  8.031
H  -5.866  3.598  8.892
H  -4.352  1.817  8.090
H  -3.895  6.419  6.342
H  -0.302  4.896  3.291
H  1.161  3.095  2.440
H  1.012  0.820  3.402
H  -0.614  0.340  5.190
C  1.285  -3.435  2.039
C  2.426  -2.640  2.005
C  2.677  -1.826  0.913
C  1.793  -1.815  -0.159
C  0.658  -2.637  -0.135
C  0.403  -3.440  0.973
C  -0.275  -2.674  -1.294
O  -1.263  -3.374  -1.294
C  0.042  -1.821  -2.480
C  -0.786  -1.876  -3.595
C  -0.516  -1.085  -4.699
C  0.580  -0.227  -4.693
C  1.410  -0.172  -3.586
C  1.150  -0.974  -2.480
C  2.073  -0.923  -1.312
O  3.030  -0.170  -1.315
H  1.083  -4.064  2.896
H  3.118  -2.652  2.837
H  3.559  -1.200  0.885
H  -0.475  -4.077  1.010
H  -1.638  -2.542  -3.591
H  -1.160  -1.133  -5.567
H  0.786  0.396  -5.555
H  2.265  0.489  -3.575
C  0.876  3.216  -11.970
C  1.917  3.556  -12.828
C  3.231  3.429  -12.412
C  3.511  2.971  -11.130
C  2.466  2.649  -10.263
C  1.149  2.765  -10.690
C  2.741  2.195  -8.871
O  1.835  1.908  -8.118
C  4.159  2.108  -8.427
C  4.436  1.734  -7.118
C  5.749  1.636  -6.691
C  6.792  1.904  -7.572
C  6.522  2.281  -8.877
C  5.205  2.392  -9.307
C  4.931  2.826  -10.705
O  5.839  3.058  -11.477
H  -0.150  3.309  -12.300
H  1.700  3.918  -13.825
H  4.044  3.687  -13.076
H  0.344  2.503  -10.017
H  3.623  1.522  -6.438
H  5.963  1.348  -5.670
H  7.818  1.821  -7.238
H  7.328  2.494  -9.564

Values from the calculation:
2S+1: 1
Frontier orbital gap (eV): 3.71
LUMO energy (eV): -0.09
Net charge: -1
HOMO (eV): -3.80

=====

Density functional theory data (the ωB97M-V functional and the def2-TZVPD basis) for C48H39BrCl6EuN2O2P2SbSe4 as an isolated structure.

Positions of all 106 atoms, in Å:
Eu  6.545  -10.151  18.410
O  8.562  -13.553  13.717
C  9.498  -12.770  14.290
C  10.636  -12.407  13.655
C  11.713  -11.800  14.316
C  11.591  -11.492  15.655
C  10.458  -11.847  16.352
C  9.345  -12.365  15.656
C  8.035  -12.426  16.461
O  8.076  -11.534  17.482
N  8.098  -13.834  16.964
N  7.467  -14.027  18.101
C  7.286  -15.319  18.327
C  6.586  -15.685  19.468
Br  5.110  -11.798  19.952
C  5.579  -15.172  20.128
C  4.611  -15.799  20.917
C  3.578  -15.098  21.563
C  2.477  -15.806  21.962
C  2.476  -17.208  22.022
C  3.611  -17.940  21.620
C  4.590  -17.221  20.975
H  8.302  -13.139  12.816
H  10.792  -12.534  12.558
H  12.645  -11.428  13.931
H  12.314  -10.871  16.189
H  10.446  -11.647  17.456
H  7.085  -12.301  15.808
H  8.120  -14.606  16.267
H  7.784  -16.062  17.683
H  5.371  -14.085  19.988
H  3.587  -14.055  21.611
H  1.693  -15.242  22.489
H  1.617  -17.770  22.321
H  3.659  -19.037  21.647
H  5.381  -17.775  20.499
Cl  10.056  -7.838  19.084
C  11.576  -8.671  19.401
C  12.741  -8.038  18.893
C  13.985  -8.608  19.162
C  13.998  -9.869  19.829
C  12.839  -10.540  20.204
C  11.567  -9.912  20.008
P  9.952  -10.483  20.617
C  10.217  -12.126  21.192
C  11.195  -12.466  22.126
C  11.362  -13.784  22.532
C  10.407  -14.773  22.259
C  9.299  -14.363  21.486
C  9.248  -13.114  20.838
C  9.754  -9.583  22.192
C  9.004  -10.189  23.155
C  8.661  -9.551  24.346
C  9.077  -8.268  24.613
C  9.942  -7.676  23.635
C  10.304  -8.329  22.462
H  12.670  -7.068  18.411
H  14.933  -8.131  18.954
H  14.935  -10.333  19.995
H  12.981  -11.537  20.676
H  11.829  -11.698  22.624
H  12.352  -13.976  22.946
H  10.638  -15.757  22.611
H  8.565  -15.147  21.167
H  8.500  -12.929  20.036
H  8.639  -11.202  22.950
H  8.002  -10.050  25.057
H  8.854  -7.788  25.553
H  10.345  -6.681  23.862
H  11.108  -8.025  21.861
Cl  2.678  -7.370  17.661
C  4.072  -6.882  18.504
C  5.158  -7.741  18.870
C  6.047  -7.298  19.855
Cl  7.261  -8.403  20.499
C  6.157  -5.914  20.190
Cl  7.418  -5.555  21.371
C  5.208  -5.011  19.713
Cl  5.384  -3.342  20.053
C  4.151  -5.496  18.862
Cl  2.825  -4.451  18.650
C  3.267  -11.132  13.547
P  3.945  -11.363  15.199
C  2.688  -11.184  16.564
C  4.354  -13.136  15.268
C  3.987  -13.879  16.406
C  3.672  -15.270  16.313
C  3.811  -15.948  15.115
C  4.330  -15.267  14.032
C  4.628  -13.866  14.098
H  4.158  -11.274  12.893
H  2.841  -10.151  13.342
H  2.538  -11.886  13.236
H  1.803  -11.766  16.294
H  2.442  -10.093  16.589
H  3.060  -11.556  17.492
H  3.800  -13.328  17.380
H  3.519  -15.904  17.193
H  3.583  -16.989  14.985
H  4.775  -15.713  13.184
H  5.202  -13.354  13.325
Se  5.902  -8.183  11.707
Sb  7.351  -9.866  12.934
Se  8.023  -11.741  11.283
Se  9.486  -8.682  13.469
Se  5.719  -9.908  15.505

Values from the calculation:
2S+1: 8
Frontier orbital gap (spin up / spin down) (eV): 4.65 / 1.39
LUMO energy (spin up / spin down) (eV): 0.35 / -1.39
Net charge: -1
HOMO (spin up / spin down) (eV): -4.30 / -2.78